Below is an isolated molecule of C3H5NO at a distorted geometry, with properties calculated with wB97M-V/def2-TZVPD.

As for the SMILES: COCC#N. The HOMO energy is -10.68 eV. The calculated total energy comes out at -247.2638 Ha. As for the multiplicity: 1. As for the molecular weight: 71.08 g mol⁻¹.

Atoms and positions in Å:
1 C 1.07 0.83 -0.13
2 O -0.27 0.84 -0.57
3 C -1.11 -0.14 -0.03
4 C -0.49 -1.46 0.19
5 N -0.03 -2.50 0.41
6 H 1.50 1.78 -0.43
7 H 1.63 0.02 -0.62
8 H 1.16 0.71 0.96
9 H -1.94 -0.26 -0.73
10 H -1.53 0.18 0.94

=====

Below is a cluster of 2 separate species, C3H5NO in total at a distorted geometry, with properties calculated with wB97M-V/def2-TZVPD.

The HOMO energy (alpha / beta) is -9.43 / -9.43 eV. The calculated total energy comes out at -247.1625 Ha. As for the multiplicity: 1. As for the molecular weight: 71.08 g mol⁻¹.

Atoms and positions in Å:
1 C -0.15 -0.99 1.02
2 C 0.19 -0.08 -1.28
3 C 0.01 0.22 0.20
4 N -0.28 -1.97 1.65
5 O 0.82 1.12 0.73
6 H 0.16 -1.20 -1.38
7 H -0.79 0.35 -1.81
8 H 1.07 0.46 -1.49
9 H -1.65 0.93 0.69
10 H 0.63 1.16 1.66

=====

Below is a cluster of 2 separate species, C3H5NO in total, with properties calculated with wB97M-V/def2-TZVPD.

As for the SMILES: C1=NC1.C=O. The HOMO energy is -10.17 eV. The calculated total energy comes out at -247.1891 Ha. As for the multiplicity: 1. As for the molecular weight: 71.08 g mol⁻¹.

Atoms and positions in Å:
1 C 0.11 -0.22 1.35
2 N -0.60 -0.31 2.38
3 C -1.30 -0.24 1.02
4 H 1.15 -0.20 1.06
5 H -1.77 -1.16 0.68
6 H -1.84 0.68 0.80
7 C 0.95 0.15 -1.87
8 O 1.38 -0.83 -1.31
9 H 0.29 0.87 -1.36
10 H 1.21 0.38 -2.92

=====

Below is an isolated molecule of C3H5NO, with properties calculated with wB97M-V/def2-TZVPD.

As for the SMILES: O=CN1CC1. The HOMO energy is -9.71 eV. The calculated total energy comes out at -247.2527 Ha. As for the multiplicity: 1. As for the molecular weight: 71.08 g mol⁻¹.

Atoms and positions in Å:
1 O 2.42 -0.71 0.02
2 C 1.63 0.20 0.14
3 N 0.30 0.10 -0.10
4 C -1.00 0.62 0.08
5 C -0.75 -0.84 -0.24
6 H 1.93 1.23 0.39
7 H -1.34 0.87 1.09
8 H -1.37 1.29 -0.70
9 H -0.94 -1.22 -1.24
10 H -0.88 -1.56 0.57

=====

Below is a structure of composition C3H5NO at a distorted geometry, with properties calculated with wB97M-V/def2-TZVPD.

The HOMO energy (alpha / beta) is -8.47 / -8.09 eV. The calculated total energy comes out at -247.1177 Ha. As for the multiplicity: 1. As for the molecular weight: 71.08 g mol⁻¹.

Atoms and positions in Å:
1 C -1.26 1.00 -0.01
2 O -0.61 0.62 -0.99
3 C 0.64 -0.73 -0.63
4 C 0.93 -0.40 0.76
5 N 1.85 -1.16 1.02
6 H -1.95 0.33 0.51
7 H -1.27 2.06 0.26
8 H 0.26 0.36 1.32
9 H 1.34 -0.46 -1.40
10 H 0.06 -1.62 -0.83

=====

Below is an isolated molecule of C3H5NO2 at a distorted geometry, with properties calculated with wB97M-V/def2-TZVPD.

As for the SMILES: [H]/N=C(\O)[C@@H]1CO1. The HOMO energy is -10.35 eV. The calculated total energy comes out at -322.4877 Ha. As for the multiplicity: 1. As for the molecular weight: 87.08 g mol⁻¹.

Atoms and positions in Å:
1 H 0.69 -2.66 0.13
2 N 0.21 -1.84 0.49
3 C 0.69 -0.72 0.15
4 O 1.69 -0.35 -0.66
5 C -0.07 0.48 0.59
6 C -1.20 0.78 -0.25
7 O 0.03 1.58 -0.29
8 H 1.46 0.61 -0.83
9 H -0.04 0.76 1.63
10 H -2.12 1.14 0.21
11 H -1.33 0.23 -1.18

=====

Below is an isolated molecule of C3H5NO2, with properties calculated with wB97M-V/def2-TZVPD.

As for the SMILES: C=C(N)OC=O. The HOMO energy is -8.79 eV. The calculated total energy comes out at -322.4363 Ha. As for the multiplicity: 1. As for the molecular weight: 87.08 g mol⁻¹.

Atoms and positions in Å:
1 C 0.63 0.42 1.08
2 C 0.34 -0.41 -0.06
3 N 0.98 -1.54 0.09
4 O -0.37 -0.18 -1.19
5 C -1.26 0.87 -1.19
6 O -1.88 1.15 -2.16
7 H 0.03 0.15 1.95
8 H 0.76 1.49 0.96
9 H 1.42 -0.92 1.10
10 H 0.66 -2.39 -0.37
11 H -1.31 1.37 -0.21

=====

Below is an isolated molecule of C3H5NO2, with properties calculated with wB97M-V/def2-TZVPD.

The HOMO energy (alpha / beta) is -8.69 / -8.69 eV. The calculated total energy comes out at -322.3768 Ha. As for the multiplicity: 1. As for the molecular weight: 87.08 g mol⁻¹.

Atoms and positions in Å:
1 C -1.28 0.19 0.31
2 C -0.74 -0.87 -0.56
3 O -1.31 -1.82 -1.10
4 O 0.68 -1.18 -0.01
5 C 1.39 -0.11 0.23
6 N 0.85 1.04 0.39
7 H -1.04 0.41 1.34
8 H -0.46 0.06 -1.24
9 H -2.08 0.77 -0.15
10 H 2.47 -0.30 0.27
11 H 1.50 1.81 0.52

=====

Repeat the first record exactly.
Below is an isolated molecule of C3H5NO at a distorted geometry, with properties calculated with wB97M-V/def2-TZVPD.

As for the SMILES: COCC#N. The HOMO energy is -10.68 eV. The calculated total energy comes out at -247.2638 Ha. As for the multiplicity: 1. As for the molecular weight: 71.08 g mol⁻¹.

Atoms and positions in Å:
1 C 1.07 0.83 -0.13
2 O -0.27 0.84 -0.57
3 C -1.11 -0.14 -0.03
4 C -0.49 -1.46 0.19
5 N -0.03 -2.50 0.41
6 H 1.50 1.78 -0.43
7 H 1.63 0.02 -0.62
8 H 1.16 0.71 0.96
9 H -1.94 -0.26 -0.73
10 H -1.53 0.18 0.94

=====

Among the records above, which one has the highest calculated total energy?
number 5